Computed, not measured: an isolated molecule of C4H7NO2, with ωB97M-V with the def2-TZVPD basis set.

As for the multiplicity: 1. For the HOMO-LUMO gap, the calculation gives 10.4868 eV. The LUMO energy comes out at 0.588 eV. As for the relative energy (zero: lowest compared OMol25 entry of this formula, charge and spin): 1.776 eV. The SMILES is N[C@H](C=O)CC=O. The calculation puts the electronic energy at -361.81558 Ha.

Last column: Löwdin charge in e.
CARTESIAN COORDINATES (ANGSTROEM)
O -0.08174 -1.01326 -2.23397  0.08
C -0.46946 -0.18282 -1.45680  -0.25
C 0.37436 0.38520 -0.34084  -0.38
C -0.16241 -0.14918 0.98955  -0.13
C -0.08207 -1.63036 1.21687  -0.26
O 0.20735 -2.11093 2.27709  0.06
N 0.31373 1.85028 -0.32908  0.05
H -1.51139 0.21138 -1.48376  0.14
H 1.38925 0.03058 -0.47795  0.15
H 0.33490 0.33608 1.82838  0.12
H -1.20852 0.14376 1.13037  0.13
H -0.35015 -2.27061 0.35160  0.13
H -0.01958 2.19743 -1.22893  0.07
H 1.26572 2.20245 -0.24253  0.08